C55H60F15NO41 | ωB97M-V/def2-TZVPD

## Properties
Net charge: 0
LUMO level, Eh: -0.01120
Molecular weight, Da: 1676.02
HOMO level, eV: -8.24
Largest force on an atom, eV/Å: 3.4

Each line ends with the Löwdin charge.
CARTESIAN COORDINATES (ANGSTROEM)
C (0.6870, 0.1461, 1.9502)  -0.064
C (-0.0740, -0.2671, 0.6598)  -0.229
C (-1.5037, -0.5838, 0.6106)  -0.013
C (-2.1430, -0.9619, -0.6585)  -0.003
C (-1.3880, -1.0062, -1.9067)  -0.094
C (-2.1491, -1.4288, -3.2205)  -0.333
C (-1.3296, -2.4957, -4.0386)  -0.072
C (-2.6194, -0.1925, -4.0687)  -0.047
C (0.0479, -0.6576, -1.8949)  -0.191
O (0.8291, -0.6395, -3.0710)  -0.043
C (1.0033, 0.7428, -3.4403)  -0.169
O (1.9349, 0.9048, -4.5051)  0.040
C (1.3366, 0.8956, -5.7476)  -0.489
O (0.2027, 0.5462, -5.9544)  0.144
N (2.1089, 1.3880, -6.8619)  -0.068
C (2.9391, 0.3476, -7.5011)  -0.141
C (3.7318, -0.5852, -6.5005)  -0.061
C (4.8385, -1.4556, -7.2152)  -0.456
O (4.9171, -2.6327, -7.0019)  0.126
O (5.7860, -0.8952, -8.0892)  0.041
C (2.8611, 2.6195, -6.5467)  -0.149
C (1.9735, 3.7335, -5.8713)  -0.072
C (2.3387, 4.0535, -4.4012)  -0.148
F (1.3283, 4.6569, -3.6368)  0.015
C (3.5409, 3.8626, -3.7754)  -0.229
F (4.1961, 2.6897, -3.6280)  0.111
F (4.1451, 4.9482, -3.1801)  0.084
C (0.6589, -0.3184, -0.5990)  0.022
H (1.5602, -0.5012, 2.1998)  0.066
H (0.0213, 0.2348, 2.8411)  0.062
H (1.0938, 1.1833, 1.7560)  0.088
H (-2.1332, -0.5655, 1.5275)  0.105
H (-3.2365, -1.2058, -0.6942)  0.086
H (-3.0883, -1.9453, -2.8690)  0.109
H (-0.7416, -3.1171, -3.3072)  0.089
H (-0.5849, -2.0221, -4.7363)  0.072
H (-1.9812, -3.2233, -4.6038)  0.071
H (-3.2923, 0.5059, -3.4847)  0.063
H (-3.1642, -0.5842, -4.9736)  0.092
H (-1.7533, 0.4080, -4.4507)  0.052
H (0.0231, 1.2637, -3.5983)  0.137
H (1.4765, 1.2330, -2.5387)  0.142
H (2.2906, -0.3159, -8.1285)  0.141
H (3.7125, 0.8713, -8.1333)  0.130
H (4.1995, -0.0360, -5.6437)  0.128
H (3.0053, -1.3423, -6.0953)  0.133
H (6.4864, -0.4826, -7.5506)  0.117
H (3.1879, 3.0484, -7.5384)  0.130
H (3.8306, 2.4293, -5.9925)  0.126
H (2.0996, 4.6979, -6.4453)  0.119
H (0.8676, 3.5122, -5.9316)  0.132
H (1.7565, -0.0855, -0.5874)  0.123
C (-1.7153, 4.0224, -2.8003)  -0.049
C (-1.9905, 3.9687, -1.3273)  -0.293
O (-3.3608, 3.6009, -1.2691)  0.106
C (-3.5850, 2.8602, -2.3979)  -0.532
O (-4.5334, 2.1622, -2.5606)  0.176
O (-2.5875, 3.0165, -3.3048)  0.070
F (-1.8410, 5.1925, -0.7601)  0.061
H (-1.9759, 4.9870, -3.2429)  0.154
H (-0.6771, 3.7972, -3.0386)  0.116
H (-1.3905, 3.2341, -0.7829)  0.185
C (-0.8861, 7.1463, 1.3289)  -0.066
C (-0.0852, 8.3052, 0.8193)  -0.317
O (0.9595, 8.4164, 1.7703)  0.134
C (1.1545, 7.1544, 2.2536)  -0.542
O (2.1156, 6.8138, 2.8642)  0.172
O (0.1156, 6.3338, 1.9401)  0.081
F (-0.8115, 9.4486, 0.8381)  0.083
H (-1.6226, 7.4411, 2.0801)  0.148
H (-1.3938, 6.6101, 0.5303)  0.107
H (0.3387, 8.1547, -0.1756)  0.154
C (-4.4923, 3.5666, 2.8383)  -0.054
C (-3.4879, 3.9069, 1.7784)  -0.318
O (-2.2636, 3.4836, 2.3478)  0.137
C (-2.5824, 2.4472, 3.1785)  -0.528
O (-1.7951, 1.6767, 3.6193)  0.172
O (-3.9198, 2.4047, 3.4325)  0.080
F (-3.4301, 5.2483, 1.5739)  0.074
H (-4.5887, 4.3513, 3.5927)  0.147
H (-5.4779, 3.3528, 2.4266)  0.145
H (-3.6468, 3.3953, 0.8271)  0.154
C (2.4757, -3.9691, 4.9595)  -0.081
C (1.8400, -2.6154, 4.9106)  -0.305
O (1.3305, -2.5511, 3.5916)  0.115
C (1.0523, -3.8432, 3.2420)  -0.534
O (0.3689, -4.1538, 2.3206)  0.176
O (1.6476, -4.7285, 4.0833)  0.059
F (2.7671, -1.6321, 5.0673)  0.069
H (3.4970, -3.9685, 4.5801)  0.105
H (2.4752, -4.3912, 5.9619)  0.121
H (1.0273, -2.4720, 5.6263)  0.175
C (-5.7009, -5.2677, -2.3615)  -0.057
C (-5.5477, -4.1494, -3.3487)  -0.316
O (-5.5734, -2.9975, -2.5270)  0.130
C (-5.0729, -3.3917, -1.3203)  -0.535
O (-4.6983, -2.6422, -0.4756)  0.153
O (-5.0488, -4.7444, -1.2067)  0.085
F (-6.6006, -4.0988, -4.2009)  0.078
H (-6.7449, -5.4781, -2.1232)  0.129
H (-5.2259, -6.1885, -2.6973)  0.147
H (-4.6149, -4.1741, -3.9183)  0.169
C (7.6379, -3.7414, 3.1347)  -0.056
C (6.5385, -3.5429, 2.1325)  -0.315
O (5.5823, -4.5153, 2.5137)  0.153
C (5.7382, -4.6852, 3.8556)  -0.523
O (4.9413, -5.2172, 4.5595)  0.167
O (6.9179, -4.1610, 4.2926)  0.062
F (6.9643, -3.8201, 0.8784)  0.084
H (8.3385, -4.5253, 2.8386)  0.149
H (8.1962, -2.8265, 3.3292)  0.144
H (6.0811, -2.5506, 2.1550)  0.179
C (3.8621, 9.2196, -2.7731)  -0.060
C (3.6649, 10.1770, -1.6344)  -0.317
O (2.2991, 10.5307, -1.7503)  0.143
C (1.6836, 9.4541, -2.3153)  -0.543
O (0.5072, 9.2810, -2.3198)  0.168
O (2.5838, 8.5959, -2.8666)  0.074
F (4.4179, 11.2914, -1.7952)  0.079
H (4.0884, 9.7275, -3.7134)  0.148
H (4.6429, 8.4870, -2.5730)  0.142
H (3.8497, 9.7475, -0.6465)  0.178
C (6.5776, -3.5181, 7.6196)  -0.062
C (6.3693, -2.5481, 8.7451)  -0.318
O (4.9991, -2.2172, 8.6291)  0.143
C (4.3987, -3.3125, 8.0803)  -0.531
O (3.2255, -3.5038, 8.0809)  0.174
O (5.3098, -4.1626, 7.5390)  0.075
F (7.1051, -1.4238, 8.5665)  0.077
H (6.7930, -3.0207, 6.6716)  0.134
H (7.3703, -4.2358, 7.8272)  0.146
H (6.5640, -2.9608, 9.7382)  0.175
C (-8.5565, -4.6039, 0.7101)  -0.055
C (-9.3950, -5.3620, 1.6969)  -0.317
O (-9.7170, -6.5482, 0.9955)  0.142
C (-8.6803, -6.7656, 0.1365)  -0.536
O (-8.4739, -7.7946, -0.4175)  0.183
O (-7.9046, -5.6537, -0.0016)  0.049
F (-10.5424, -4.6976, 1.9770)  0.077
H (-9.1571, -4.0121, 0.0153)  0.149
H (-7.8322, -3.9488, 1.1933)  0.146
H (-8.8796, -5.6144, 2.6267)  0.178
C (-0.4387, -7.0808, 5.2800)  -0.048
C (-0.6414, -6.1126, 6.4075)  -0.312
O (-2.0104, -5.7748, 6.2985)  0.135
C (-2.6187, -6.8672, 5.7515)  -0.537
O (-3.7923, -7.0519, 5.7578)  0.174
O (-1.7117, -7.7218, 5.2045)  0.081
F (0.0997, -4.9857, 6.2256)  0.073
H (-0.2244, -6.5829, 4.3314)  0.138
H (0.3529, -7.8007, 5.4844)  0.145
H (-0.4449, -6.5258, 7.3937)  0.142
C (-0.4664, 4.1257, -9.6749)  -0.053
C (-0.0715, 4.8425, -10.9325)  -0.318
O (0.7456, 5.8955, -10.4544)  0.144
C (1.3135, 5.4319, -9.3064)  -0.540
O (2.2535, 5.9293, -8.7739)  0.171
O (0.6769, 4.3222, -8.8454)  0.057
F (-1.1506, 5.3763, -11.5517)  0.081
H (-1.3429, 4.5683, -9.1963)  0.149
H (-0.6549, 3.0657, -9.8392)  0.146
H (0.4944, 4.2323, -11.6408)  0.177
C (-1.5017, -3.3738, 10.2972)  -0.056
C (-2.3543, -4.1257, 11.2766)  -0.319
O (-2.6869, -5.3042, 10.5679)  0.150
C (-1.6494, -5.5281, 9.7141)  -0.520
O (-1.4521, -6.5587, 9.1545)  0.167
O (-0.8614, -4.4287, 9.5848)  0.081
F (-3.4942, -3.4492, 11.5551)  0.079
H (-2.0923, -2.7721, 9.6026)  0.150
H (-0.7716, -2.7301, 10.7859)  0.143
H (-1.8464, -4.3889, 12.2078)  0.175